(1)
# C3H12N3O

2 unconnected molecules or ions with the total composition C3H12N3O at a distorted geometry (ωB97M-V with the def2-TZVPD basis set, the Open Molecules 2025 dataset).

```
19
Properties=species:S:1:pos:R:3
C -1.027 -1.667 0.453
C 0.518 -0.818 -1.260
N 1.475 -0.192 -0.569
N -0.340 -1.745 -0.830
N 0.479 -0.423 -2.629
H 1.496 -0.263 0.506
H 1.622 0.763 -0.888
H -0.887 -2.248 -1.545
H 0.050 -0.965 -3.343
H 1.368 0.001 -2.932
H -0.925 -2.631 1.009
H -2.056 -1.507 0.176
H -0.856 -0.835 1.156
C 0.039 2.311 2.007
O -0.153 1.370 0.946
H -1.077 1.119 0.885
H -0.710 3.146 2.153
H -0.029 1.888 3.021
H 1.015 2.698 1.686
```

Results
energy above the lowest of the compared OMol25 structures with the same formula, charge and spin	48.7	kcal/mol
lowest unoccupied orbital energy	-3.029	eV
total charge	+1
E_HOMO	-14.188	eV
DFT total energy	-360.75716	a.u.

(2)
# C3H12N3O

2 unconnected molecules or ions with the total composition C3H12N3O at a distorted geometry (ωB97M-V with the def2-TZVPD basis set, the Open Molecules 2025 dataset).

```
19
Properties=species:S:1:pos:R:3
C 2.233 0.475 -1.851
O 1.985 0.883 -0.481
H 2.541 1.604 -0.273
H 2.109 1.233 -2.488
H 1.485 -0.396 -1.879
H 3.152 -0.116 -1.921
C -2.258 0.306 -0.529
C -0.547 -0.355 1.196
N 0.814 -0.786 1.097
N -0.904 0.201 0.038
N -1.406 -0.922 2.152
H 1.596 -0.258 0.537
H 1.240 -1.018 1.992
H -0.178 0.035 -0.809
H -2.394 -1.017 1.987
H -1.354 -0.850 3.143
H -2.625 1.351 -0.866
H -3.030 0.180 0.241
H -2.459 -0.551 -1.287
```

Results
energy above the lowest of the compared OMol25 structures with the same formula, charge and spin	72.8	kcal/mol
lowest unoccupied orbital energy	-3.239	eV
total charge	+1
E_HOMO	-14.242	eV
DFT total energy	-360.71870	a.u.

(3)
# C3H12N3O

2 unconnected molecules or ions with the total composition C3H12N3O at a distorted geometry (ωB97M-V with the def2-TZVPD basis set, the Open Molecules 2025 dataset).

```
19
Properties=species:S:1:pos:R:3
C 0.218 1.674 -1.218
C -1.248 0.087 1.686
C 0.297 0.270 -0.783
N -0.669 -0.552 -1.270
N 1.342 -0.154 -0.087
N 1.969 -1.367 -0.027
O -1.026 -1.288 1.242
H -0.792 1.959 -1.524
H 0.530 2.392 -0.457
H 0.894 1.829 -1.928
H -1.714 0.137 2.727
H -0.394 0.643 1.539
H -2.023 0.554 1.044
H -1.420 -0.220 -1.819
H 1.911 0.693 0.158
H 2.918 -1.461 0.291
H -1.393 -1.888 1.800
H 1.497 -2.124 -0.576
H -0.899 -1.186 -0.798
```

Results
energy above the lowest of the compared OMol25 structures with the same formula, charge and spin	115.7	kcal/mol
lowest unoccupied orbital energy	-3.224	eV
total charge	+1
E_HOMO	-13.188	eV
DFT total energy	-360.65042	a.u.

(4)
# C3H12N3O

2 unconnected molecules or ions with the total composition C3H12N3O at a distorted geometry (ωB97M-V with the def2-TZVPD basis set, the Open Molecules 2025 dataset).

```
19
Properties=species:S:1:pos:R:3
C 0.652 1.170 2.187
C 0.431 1.494 0.906
N 1.092 0.719 -0.164
N 0.154 1.877 3.248
H 1.332 0.399 2.521
H -0.277 2.236 0.580
H 1.127 1.289 -0.999
H 2.023 0.415 0.110
H 0.510 -0.141 -0.371
H -0.593 2.517 3.054
H 0.081 1.374 4.112
N -0.482 -1.661 -3.024
C -1.220 -1.630 -1.813
O -0.406 -1.564 -0.609
H 0.087 -0.830 -3.157
H 0.134 -2.463 -3.103
H -1.875 -0.754 -1.826
H -1.847 -2.518 -1.768
H -0.923 -1.929 0.116
```

Results
energy above the lowest of the compared OMol25 structures with the same formula, charge and spin	52.0	kcal/mol
lowest unoccupied orbital energy	-3.091	eV
total charge	+1
E_HOMO	-12.856	eV
DFT total energy	-360.75186	a.u.

(5)
# C3H12N3O

2 unconnected molecules or ions with the total composition C3H12N3O at a distorted geometry (ωB97M-V with the def2-TZVPD basis set, the Open Molecules 2025 dataset).

```
19
Properties=species:S:1:pos:R:3
C 0.529 1.219 -1.096
C -1.650 0.405 -0.286
N -1.256 -0.830 0.020
N -0.805 1.379 -0.564
N -2.923 0.643 0.150
H -0.293 -1.175 0.026
H -1.915 -1.580 -0.168
H -1.206 2.300 -0.665
H -3.514 1.440 0.012
H -3.185 0.108 0.959
H 1.137 2.061 -0.788
H 0.609 1.483 -2.226
H 1.060 0.299 -0.938
C 2.192 -1.317 1.238
O 2.014 -1.713 -0.093
H 2.708 -1.252 -0.589
H 2.404 -0.231 1.421
H 1.200 -1.322 1.777
H 2.893 -1.916 1.811
```

Results
energy above the lowest of the compared OMol25 structures with the same formula, charge and spin	43.7	kcal/mol
lowest unoccupied orbital energy	-3.240	eV
total charge	+1
E_HOMO	-14.278	eV
DFT total energy	-360.76506	a.u.

(6)
# C3H12N3O

2 unconnected molecules or ions with the total composition C3H12N3O at a distorted geometry (ωB97M-V with the def2-TZVPD basis set, the Open Molecules 2025 dataset).

```
19
Properties=species:S:1:pos:R:3
C 0.527 3.207 -0.517
O 1.374 2.070 -0.396
H 2.211 2.346 -0.133
H 0.578 3.817 0.399
H 0.821 3.785 -1.392
H -0.550 2.873 -0.532
C -0.114 -0.944 -1.720
C -0.506 -1.267 0.704
N 0.360 -0.328 0.989
N -0.760 -1.580 -0.577
N -1.153 -1.881 1.676
H 0.841 0.206 0.237
H 0.540 -0.109 1.968
H -1.463 -2.314 -0.728
H -1.742 -2.691 1.384
H -0.954 -1.606 2.641
H 0.942 -1.082 -1.710
H -0.346 0.136 -1.730
H -0.448 -1.383 -2.664
```

Results
energy above the lowest of the compared OMol25 structures with the same formula, charge and spin	28.9	kcal/mol
lowest unoccupied orbital energy (spin up / spin down)	-7.984 / -14.327	eV
total charge	+2
E_HOMO (spin up / spin down)	-17.549 / -17.544	eV
DFT total energy	-360.26498	a.u.
spin multiplicity	2

(7)
# C3H12N3O2

2 unconnected molecules or ions with the total composition C3H12N3O2 at a distorted geometry (ωB97M-V with the def2-TZVPD basis set, the Open Molecules 2025 dataset).

```
20
Properties=species:S:1:pos:R:3
C 3.344 0.581 0.435
C -2.906 0.847 0.476
C 1.040 0.715 -0.063
N -1.591 -2.187 -0.444
N 0.383 -0.242 -0.975
N -1.802 -0.954 -0.650
O 2.388 0.709 -0.587
O -2.330 -0.459 0.463
H 4.320 0.817 0.128
H 3.248 -0.482 0.783
H 2.958 1.295 1.182
H -2.208 1.660 0.201
H -3.114 1.153 1.583
H -3.868 1.001 0.117
H 0.930 0.302 0.996
H 0.612 1.708 -0.165
H -1.499 -2.703 0.439
H -0.975 -2.582 -1.173
H 0.453 0.057 -1.936
H 0.618 -1.238 -0.809
```

Results
energy above the lowest of the compared OMol25 structures with the same formula, charge and spin	156.8	kcal/mol
lowest unoccupied orbital energy	-5.269	eV
total charge	+1
E_HOMO	-12.936	eV
DFT total energy	-435.81320	a.u.

(8)
# C3H12N3S

2 unconnected molecules or ions with the total composition C3H12N3S at a distorted geometry (ωB97M-V with the def2-TZVPD basis set, the Open Molecules 2025 dataset).

```
19
Properties=species:S:1:pos:R:3
N -0.981 1.266 -2.232
C 0.335 1.307 -2.051
N 0.920 1.735 -0.965
H -1.636 1.487 -1.496
H -1.384 0.891 -3.075
H 0.915 0.820 -2.839
H 1.752 2.225 -1.293
C -0.021 -0.562 1.832
C -0.581 -1.315 0.641
S -1.847 -2.506 1.267
N 1.126 0.308 1.363
H 0.437 -1.253 2.532
H -0.748 0.077 2.328
H 0.176 -1.967 0.207
H -1.035 -0.701 -0.133
H -1.739 -3.290 0.176
H 1.448 0.928 2.111
H 0.928 0.838 0.453
H 1.936 -0.289 1.172
```

Results
energy above the lowest of the compared OMol25 structures with the same formula, charge and spin	38.0	kcal/mol
lowest unoccupied orbital energy	-2.991	eV
total charge	+1
E_HOMO	-12.697	eV
DFT total energy	-683.70616	a.u.

(9)
# C3H12N3Si

2 unconnected molecules or ions with the total composition C3H12N3Si at a distorted geometry (ωB97M-V with the def2-TZVPD basis set, the Open Molecules 2025 dataset).

```
19
Properties=species:S:1:pos:R:3
C -1.287 0.982 -0.752
C -0.170 2.369 0.878
C -0.218 -2.540 0.227
N 0.965 -1.788 -1.553
N -0.219 1.073 0.226
N 0.585 -1.552 -0.412
Si 1.007 -0.032 0.570
H -1.173 1.758 -1.512
H -1.300 0.016 -1.246
H -2.247 1.138 -0.255
H -1.017 2.487 1.554
H 0.748 2.474 1.445
H -0.214 3.166 0.136
H -0.469 -3.338 -0.472
H -1.120 -2.074 0.626
H 0.340 -2.956 1.068
H 1.565 -1.052 -1.943
H 1.198 -0.420 1.950
H 3.024 0.291 -0.535
```

Results
energy above the lowest of the compared OMol25 structures with the same formula, charge and spin	93.5	kcal/mol
lowest unoccupied orbital energy (spin up / spin down)	-5.771 / -5.771	eV
total charge	+1
E_HOMO (spin up / spin down)	-13.057 / -13.058	eV
DFT total energy	-574.88116	a.u.

(10)
# C3H12N4

A molecular structure, C3H12N4 at a distorted geometry (ωB97M-V with the def2-TZVPD basis set, the Open Molecules 2025 dataset).

```
19
Properties=species:S:1:pos:R:3
C 1.439 -0.252 1.050
N 1.149 0.292 -0.266
N 2.106 1.325 -0.570
H 0.187 -1.171 -0.936
H 2.827 1.547 0.120
H 1.608 2.201 -0.731
H 1.335 0.492 1.858
H 2.454 -0.669 1.108
H 0.744 -1.064 1.278
N -1.796 -1.637 -0.112
N -1.403 0.997 0.584
C -0.940 -0.856 -1.009
C -0.737 0.559 -0.559
H -1.202 -2.136 0.545
H -2.069 0.318 0.941
H -1.382 1.995 0.735
H -2.349 -2.327 -0.612
H -1.253 -0.902 -2.057
H -0.718 1.287 -1.366
```

Results
energy above the lowest of the compared OMol25 structures with the same formula, charge and spin	85.7	kcal/mol
lowest unoccupied orbital energy	0.970	eV
E_HOMO	-6.673	eV
DFT total energy	-340.39384	a.u.

(11)
# C3H12N5

2 unconnected molecules or ions with the total composition C3H12N5 at a distorted geometry (ωB97M-V with the def2-TZVPD basis set, the Open Molecules 2025 dataset).

```
20
Properties=species:S:1:pos:R:3
C -1.135 -0.989 0.091
C -2.451 1.084 0.020
C 2.706 0.249 -0.578
N -1.255 0.359 0.089
N -4.047 -0.685 -0.058
N -3.633 0.479 -0.136
N -0.026 -1.594 0.149
N 1.687 0.533 0.424
H -2.099 -1.298 -0.189
H -2.300 2.157 -0.199
H 3.629 0.904 -0.391
H 3.024 -0.843 -0.395
H 2.368 0.397 -1.655
H -0.470 1.044 -0.108
H -5.022 -0.813 -0.279
H -4.307 1.211 -0.387
H -0.092 -2.577 0.094
H 0.815 -0.872 0.282
H 1.282 1.453 0.161
H 2.107 0.530 1.316
```

Results
energy above the lowest of the compared OMol25 structures with the same formula, charge and spin	108.4	kcal/mol
lowest unoccupied orbital energy (spin up / spin down)	-3.036 / -3.036	eV
total charge	+1
E_HOMO (spin up / spin down)	-11.432 / -11.433	eV
DFT total energy	-394.93411	a.u.

(12)
# C3H12NO

2 unconnected molecules or ions with the total composition C3H12NO at a distorted geometry (ωB97M-V with the def2-TZVPD basis set, the Open Molecules 2025 dataset).

```
17
Properties=species:S:1:pos:R:3
C 0.745 0.832 -0.746
C -0.325 -1.240 -1.328
C 1.104 -1.156 0.668
N 0.180 -0.411 -0.204
H 1.671 0.535 -1.265
H 1.003 1.544 0.056
H 0.085 1.341 -1.469
H 0.480 -1.541 -2.019
H -1.029 -0.588 -1.871
H -0.865 -2.145 -1.001
H 1.424 -0.470 1.470
H 1.997 -1.485 0.110
H 0.631 -2.040 1.127
H -0.534 -0.129 0.504
O -2.099 2.012 1.745
H -2.162 2.967 1.515
H -2.307 1.974 2.706
```

Results
energy above the lowest of the compared OMol25 structures with the same formula, charge and spin	20.2	kcal/mol
lowest unoccupied orbital energy	-2.995	eV
total charge	+1
E_HOMO	-15.070	eV
DFT total energy	-251.23820	a.u.